# 1
Molecular formula: C35H52BIN2O10
Method: DFT, the ωB97M-V functional and the def2-TZVPD basis

Output
* calculated total energy: -2549.29619 a.u.
* SMILES: Nc1c(I)ccc2c1C(=O)c1c(CCCCn3cccc3)cc(CB(O)O)cc1C2=O.COCCOC.COCCOC.COCCOC
* HOMO level: -0.2952 Eh
* orbital gap: 7.3 eV
* LUMO: -0.02578 Ha

Structure (ORCA input):
```
! RIJCOSX wB97M-V def2-TZVPD def2/J DEFGRID3
* xyz 0 1
N -4.2822 4.2774 4.3019
C -3.3408 4.3305 5.3566
C -3.4443 5.2235 6.4287
I -5.0456 6.5873 6.5550
C -2.5072 5.2665 7.4461
C -1.4171 4.4173 7.4365
C -1.2849 3.5294 6.3884
C -2.2271 3.4807 5.3666
C -2.0383 2.4579 4.2925
O -3.0024 1.9409 3.7845
C -0.6371 2.1100 3.9437
C -0.2261 1.7172 2.6666
C -1.1732 1.5322 1.5131
C -1.7911 0.1203 1.5456
C -2.1131 -0.4566 0.1524
C -1.4583 -1.7831 -0.1510
N -1.8696 -2.8723 0.7246
C -2.6579 -2.8558 1.8328
C -2.7521 -4.1154 2.3643
C -1.9683 -4.9536 1.5236
C -1.4487 -4.1691 0.5386
C 1.1277 1.4560 2.4686
C 2.0598 1.5439 3.4912
C 3.5203 1.2117 3.2245
B 4.4001 2.5221 3.4539
O 4.6566 3.0626 4.6779
O 4.9476 3.1803 2.3578
C 1.6393 1.9133 4.7638
C 0.3047 2.1976 4.9726
C -0.1484 2.5777 6.3286
O 0.3536 2.1553 7.3383
H -4.8799 5.0957 4.3305
H -4.8927 3.4794 4.4461
H -2.6490 5.9620 8.2563
H -0.7035 4.4489 8.2423
H -0.6466 1.6808 0.5717
H -1.9396 2.3001 1.5676
H -2.7053 0.1541 2.1219
H -1.1199 -0.5281 2.1056
H -1.7263 0.2435 -0.5867
H -3.1838 -0.4794 -0.0238
H -1.7175 -2.0645 -1.1693
H -0.3719 -1.7116 -0.1061
H -3.1256 -1.9820 2.2480
H -3.2875 -4.4096 3.2440
H -1.8062 -6.0074 1.6575
H -0.7931 -4.4351 -0.2695
H 1.4670 1.1621 1.4852
H 3.8111 0.3778 3.8631
H 3.6091 0.9125 2.1856
H 4.5276 2.4219 5.3835
H 4.2747 3.6930 1.8988
H 2.3398 1.9634 5.5778
C 7.2500 -3.9552 2.3291
O 7.8797 -2.9914 3.1546
C 7.5459 -1.6551 2.8160
C 6.5092 -1.0823 3.7563
O 5.2581 -1.7434 3.6294
C 5.0199 -2.6871 4.6615
H 7.3916 -4.9296 2.7936
H 6.1789 -3.7638 2.2303
H 7.7095 -3.9679 1.3350
H 7.1934 -1.5945 1.7820
H 8.4608 -1.0600 2.8961
H 6.3481 -0.0290 3.4999
H 6.8664 -1.1278 4.7896
H 4.7857 -2.1766 5.6022
H 5.8783 -3.3452 4.8113
H 4.1607 -3.2876 4.3673
C -2.3709 1.7317 -5.7584
O -1.1435 1.0265 -5.8580
C -0.3669 1.0788 -4.6720
C -0.4817 -0.2024 -3.8762
O -1.7947 -0.3918 -3.3691
C -2.5529 -1.3194 -4.1287
H -2.9802 1.4514 -6.6169
H -2.9082 1.4757 -4.8425
H -2.1941 2.8117 -5.7872
H -0.6557 1.9374 -4.0585
H 0.6775 1.2146 -4.9709
H 0.1939 -0.1444 -3.0158
H -0.1771 -1.0584 -4.4858
H -2.2087 -2.3424 -3.9394
H -2.4928 -1.1096 -5.1991
H -3.5909 -1.2360 -3.8106
C -2.9654 -3.3462 -8.8724
O -2.5982 -2.9563 -10.1827
C -3.3987 -1.9059 -10.7024
C -2.6961 -0.5690 -10.6162
O -2.5051 -0.1631 -9.2709
C -1.1850 -0.3823 -8.7948
H -2.1759 -3.9893 -8.4864
H -3.0724 -2.4829 -8.2106
H -3.9043 -3.9103 -8.8879
H -4.3607 -1.8611 -10.1826
H -3.5939 -2.1360 -11.7546
H -3.3210 0.1890 -11.0999
H -1.7403 -0.6078 -11.1473
H -0.4975 0.3499 -9.2322
H -0.8352 -1.3918 -9.0262
H -1.1961 -0.2475 -7.7160
*
```

# 2
Molecular formula: C42H67F9O32
Method: DFT, the ωB97M-V functional and the def2-TZVPD basis

Output
* calculated total energy: -4947.16035 a.u.
* HOMO level: -0.3464 Eh
* orbital gap: 9.6 eV
* LUMO: 0.00654 Ha

Structure (ORCA input):
```
! RIJCOSX wB97M-V def2-TZVPD def2/J DEFGRID3
* xyz 0 1
C 2.2277 4.5277 0.8287
C 2.0368 5.8449 0.1310
C 3.1563 6.6264 -0.4337
O 1.0222 5.6415 -0.9408
H 2.8380 4.5877 1.7314
H 2.7547 3.7943 0.2221
H 1.2448 4.1384 1.1102
H 1.5833 6.4912 0.9249
H 2.7492 7.5845 -0.6174
H 3.5916 6.1360 -1.2827
H 3.9190 6.7181 0.3496
H 0.8785 6.5229 -1.3020
C 4.2816 -2.5833 0.6331
C 3.2338 -3.2886 -0.2265
C 3.7186 -3.7026 -1.6382
O 2.7156 -4.4007 0.4674
H 3.8756 -2.1188 1.5690
H 4.6367 -1.7713 -0.0244
H 5.1515 -3.2621 0.8361
H 2.2889 -2.7114 -0.2862
H 2.8659 -4.0952 -2.1964
H 4.3815 -4.6043 -1.5464
H 4.1015 -2.9180 -2.2692
H 3.1971 -5.2298 0.2342
C -1.4643 4.4168 1.6986
C -1.6601 3.1080 0.8925
C -2.9939 2.4696 0.9472
O -1.3656 3.3821 -0.4097
H -1.5610 4.2826 2.7957
H -2.1796 5.1636 1.3208
H -0.4748 4.8368 1.5058
H -0.8411 2.5110 1.2955
H -3.7298 3.1399 0.5290
H -3.2707 2.0496 1.8963
H -2.8800 1.6581 0.1904
H -0.6938 4.0741 -0.5365
C -0.1158 -2.0415 -1.0593
C 0.4618 -0.8302 -0.3352
C 0.1943 0.4503 -1.0833
O -0.0318 -0.7423 0.9635
H 0.4392 -2.1238 -2.0124
H -1.1718 -1.7669 -1.3260
H -0.0899 -2.9825 -0.5451
H 1.4901 -0.9113 -0.1498
H 0.8614 1.1951 -0.6779
H -0.8386 0.7548 -0.9581
H 0.3331 0.2869 -2.1807
H -0.9997 -0.7485 0.9745
C -0.3961 -3.5252 3.2754
C 0.4177 -2.5950 4.1196
C 1.8742 -3.0289 4.1668
O 0.2721 -1.2024 3.7550
H -0.6007 -4.4401 3.8621
H 0.1062 -3.7173 2.3366
H -1.3547 -3.1346 2.9034
H -0.0118 -2.5771 5.1472
H 2.4798 -2.5506 4.9151
H 2.1637 -2.8237 3.1508
H 1.8869 -4.1168 4.3985
H 0.0358 -1.1617 2.8259
C -5.0390 0.0323 -1.4271
C -4.4141 -1.2625 -0.8342
O -5.4672 -1.8366 -0.1290
C -6.4800 -0.9574 0.1204
O -7.2824 -1.0680 0.9445
O -6.2554 0.0557 -0.6563
F -3.3740 -0.8937 0.0080
H -5.4218 -0.1936 -2.4459
H -4.4344 0.9144 -1.2969
H -4.1335 -1.9431 -1.6356
C -2.1636 -4.9660 0.1401
C -3.0938 -6.1439 0.4095
O -3.9366 -6.1832 -0.7146
C -3.6119 -5.1501 -1.5318
O -4.1540 -5.0272 -2.6169
O -2.7492 -4.2752 -1.0143
F -3.8614 -5.7916 1.5072
H -1.1569 -5.3137 -0.1551
H -1.9767 -4.3227 0.9895
H -2.7235 -7.1122 0.4773
C -5.0482 -2.9975 3.0000
C -5.7246 -1.7067 3.4084
O -4.8492 -0.7193 3.0830
C -3.6060 -1.1641 2.8676
O -2.6295 -0.5237 2.7879
O -3.6612 -2.5256 2.7912
F -5.8918 -1.6849 4.7661
H -5.4472 -3.3904 2.0715
H -5.0873 -3.7348 3.8118
H -6.6832 -1.5550 2.9365
C -1.4714 0.9136 5.4810
C -0.4648 1.1737 6.5727
O -0.2678 2.5306 6.4423
C -0.9640 3.0684 5.3997
O -0.9351 4.2108 5.1466
O -1.7791 2.1464 4.8423
F 0.7090 0.5775 6.2938
H -2.4179 0.4544 5.8080
H -1.0916 0.2294 4.7071
H -0.7800 0.9073 7.6058
C -0.0385 4.0266 -4.2100
C -1.2991 3.2364 -3.9281
O -1.2046 2.1403 -4.8182
C -0.1079 2.2868 -5.6617
O 0.1771 1.4962 -6.4490
O 0.5631 3.4000 -5.3743
F -2.3998 3.9270 -4.2524
H 0.7199 4.0651 -3.4370
H -0.2295 5.0489 -4.5919
H -1.2780 2.8019 -2.9327
C 3.7627 1.2842 -1.1829
C 5.2263 1.7094 -1.3685
O 5.1848 2.8787 -2.1489
C 3.9899 2.9777 -2.7255
O 3.7156 3.7360 -3.5964
O 3.1614 2.0248 -2.2628
F 5.8825 0.7330 -2.1394
H 3.3512 1.4910 -0.2192
H 3.7083 0.1998 -1.4129
H 5.7834 1.9027 -0.4329
C 2.8134 -1.9854 -5.7991
C 2.5618 -0.7361 -4.9676
O 3.8860 -0.2257 -4.8188
C 4.8081 -1.2491 -5.0741
O 5.9382 -1.1170 -4.8915
O 4.1305 -2.3349 -5.5463
F 2.0217 -1.0113 -3.7030
H 2.7250 -1.7209 -6.8728
H 2.2091 -2.8868 -5.4998
H 1.9270 -0.0308 -5.5051
C 2.6425 2.2125 4.4930
C 1.9033 1.3318 3.5320
O 2.7899 1.1620 2.4394
C 3.8730 1.9741 2.6037
O 4.7278 2.1187 1.8135
O 3.8354 2.5348 3.8050
F 0.7577 1.9530 3.1531
H 2.9760 1.5646 5.3048
H 2.0947 3.1443 4.8980
H 1.6357 0.3295 3.9232
C -0.8271 -1.5159 -5.1926
C -1.9984 -2.4447 -4.7077
O -2.6495 -1.6697 -3.7435
C -1.9956 -0.5118 -3.5225
O -2.3419 0.3327 -2.7589
O -0.8741 -0.3954 -4.2941
F -1.4666 -3.5713 -4.1567
H -0.9152 -1.1661 -6.1896
H 0.0793 -2.1700 -5.0954
H -2.8575 -2.7400 -5.3099
*
```

# 3
Molecular formula: C22H26AuN3O4Se
Method: DFT, the ωB97M-V functional and the def2-TZVPD basis

Output
* calculated total energy: -3856.25593 a.u.
* HOMO level: -0.3169 Eh
* orbital gap: 8.1 eV
* LUMO: -0.02007 Ha

Structure (ORCA input):
```
! RIJCOSX wB97M-V def2-TZVPD def2/J DEFGRID3
* xyz 0 1
Au -0.9091 -2.8521 -1.7877
C -4.3804 1.7480 2.2375
C -3.6377 0.4442 2.5094
C -3.8237 -0.6089 1.4193
C -3.1356 -0.2869 0.0961
N -1.6990 -0.0474 0.2472
C -0.7730 -0.9991 0.4553
Se -1.1071 -2.8548 0.6078
N 0.4396 -0.4221 0.4949
C 1.7263 -1.0955 0.6701
C 2.3972 -0.7906 2.0030
C 1.7127 -1.3862 3.2348
C 0.4231 -0.6860 3.6641
C 0.3009 0.9364 0.2548
C 1.2460 1.9468 0.1301
C 0.7704 3.2117 -0.1570
C -0.5985 3.4576 -0.3219
C -1.5356 2.4483 -0.2070
C -1.0584 1.1773 0.0873
H -4.2879 2.4359 3.0780
H -5.4438 1.5620 2.0739
H -3.9959 2.2643 1.3575
H -3.9891 0.0235 3.4536
H -2.5704 0.6446 2.6502
H -4.8897 -0.7271 1.2043
H -3.4638 -1.5781 1.7666
H -3.5522 0.6104 -0.3586
H -3.2561 -1.1050 -0.6146
H 2.3564 -0.7877 -0.1653
H 1.5443 -2.1630 0.5646
H 2.5036 0.2911 2.1333
H 3.4091 -1.1954 1.9265
H 2.4242 -1.3390 4.0621
H 1.5173 -2.4476 3.0584
H 0.5423 0.4007 3.6513
H 0.1476 -0.9761 4.6784
H -0.4218 -0.9391 3.0235
H 2.3040 1.7521 0.2376
H 1.4705 4.0283 -0.2681
H -0.9298 4.4597 -0.5573
H -2.5861 2.6454 -0.3622
O -0.9770 -0.5555 -4.8906
C -0.3092 -1.2933 -4.1923
O -0.6757 -2.4689 -3.7849
C 1.0871 -0.8267 -3.7943
C 1.5905 0.3257 -4.3924
C 2.8485 0.8117 -4.0667
C 3.6250 0.1603 -3.1212
C 3.1065 -0.9797 -2.5325
C 1.8632 -1.4936 -2.8584
N 3.9076 -1.6683 -1.5052
O 3.3671 -2.5482 -0.8595
O 5.0544 -1.3043 -1.3403
H 0.9636 0.8307 -5.1145
H 3.2272 1.7032 -4.5486
H 4.6061 0.5132 -2.8406
H 1.5245 -2.4070 -2.3899
*
```

# 4
Molecular formula: C10H32N2O13S4V
Method: DFT, the ωB97M-V functional and the def2-TZVPD basis

Output
* calculated total energy: -4024.27419 a.u.
* HOMO level (spin up / spin down): -0.3202 / -0.3202 Eh
* ⟨S²⟩: 0.77
* orbital gap (spin up / spin down): 8.6 / 8.6 eV
* LUMO (spin up / spin down): -0.00484 / -0.00290 Ha

Structure (ORCA input):
```
! RIJCOSX wB97M-V def2-TZVPD def2/J DEFGRID3
* xyz 0 2
O -1.7756 -0.9033 3.8468
V -0.5189 0.0270 3.7409
N 1.0552 -1.6730 2.9364
O 1.5687 -2.6691 2.5846
O 0.9065 -1.4049 4.2225
O 0.5160 -0.7537 2.1127
N 1.6986 2.4804 2.8636
O 2.1672 3.5683 3.1332
O 1.2634 1.7483 3.8297
O 1.5869 1.9945 1.7292
C -0.7715 3.1524 5.9224
S -0.1505 1.6687 6.6050
O -0.5140 0.5834 5.6258
C 1.5063 2.0905 6.6396
H -1.8078 2.9800 5.7123
H -0.3720 3.4853 4.9546
H -0.6419 4.0193 6.5781
H 1.9829 1.2022 7.0706
H 1.5772 2.8294 7.4289
H 1.8267 2.4308 5.6501
C 2.1644 0.5134 -3.5209
S 0.4645 0.3785 -2.8709
O -0.3029 -0.5397 -3.8094
C 0.8439 -0.6530 -1.4669
H 2.3056 -0.4786 -3.8555
H 2.8111 0.8211 -2.7286
H 2.1103 1.1685 -4.4112
H 1.4291 -0.1011 -0.7177
H 1.3200 -1.6199 -1.8401
H -0.0955 -0.9684 -1.1011
C -3.1790 0.3447 1.5268
S -2.2395 1.9337 1.6858
O -1.3576 1.5943 2.9291
C -1.1521 1.5122 0.2819
H -3.8243 0.2889 2.3775
H -2.4425 -0.4450 1.5411
H -3.7205 0.4157 0.5156
H -0.5964 0.6331 0.6005
H -0.5271 2.4047 0.1657
H -1.8594 1.2560 -0.5246
C -1.0541 -2.8600 -6.9081
S -1.6495 -4.2141 -5.9466
O -1.3144 -5.5052 -6.6390
C -0.4057 -3.9961 -4.6719
H 0.0401 -3.0149 -7.0901
H -1.3830 -1.9403 -6.4407
H -1.5640 -2.9543 -7.8594
H -0.4517 -2.9799 -4.0535
H 0.5415 -4.3517 -5.0530
H -0.7089 -4.7148 -3.9222
C 3.4299 2.8002 -1.4141
O 3.3092 1.7261 -0.4998
H 2.5137 3.3456 -1.6483
H 4.1081 3.5114 -0.9813
H 4.0048 2.3307 -2.3480
H 2.7526 1.9313 0.2348
C -2.6317 -2.6856 -1.8868
O -2.9654 -1.5610 -2.6556
H -2.3591 -2.2755 -0.8697
H -3.5133 -3.3091 -1.8197
H -1.7148 -3.2751 -2.2650
H -2.2402 -1.3235 -3.2265
*
```

# 5
Molecular formula: C5H9NO
Method: DFT, the ωB97M-V functional and the def2-TZVPD basis

Output
* calculated total energy: -325.83127 a.u.
* SMILES: C[C@H]1CC/C1=N\O
* relative energy (zero: lowest compared OMol25 entry of this formula, charge and spin): 279.0 kJ/mol
* HOMO level: -0.3471 Eh
* orbital gap: 10.5 eV
* LUMO: 0.03989 Ha

Structure (ORCA input):
```
! RIJCOSX wB97M-V def2-TZVPD def2/J DEFGRID3
* xyz 0 1
C -1.5869 -1.2237 -0.0498
C -0.5875 -0.2635 -0.6799
C -0.7331 1.2540 -0.3465
C 0.7332 1.3057 0.1607
C 0.7932 -0.1814 -0.0587
N 1.6146 -1.0850 0.2767
O 2.7201 -0.5031 0.9051
H -2.5756 -1.1028 -0.5064
H -1.6838 -1.0339 1.0249
H -1.2777 -2.2661 -0.1791
H -0.5431 -0.4324 -1.7630
H -0.9573 1.8965 -1.2014
H -1.4579 1.4412 0.4505
H 0.8820 1.5725 1.2111
H 1.4314 1.8888 -0.4492
H 3.2285 -1.2668 1.2050
*
```

# 6
Molecular formula: CH2N2O
Method: DFT, the ωB97M-V functional and the def2-TZVPD basis

Output
* calculated total energy: -223.94933 a.u.
* relative energy (zero: lowest compared OMol25 entry of this formula, charge and spin): 293.3 kJ/mol
* HOMO level: -0.3298 Eh
* orbital gap: 9.2 eV
* LUMO: 0.00948 Ha

Structure (ORCA input):
```
! RIJCOSX wB97M-V def2-TZVPD def2/J DEFGRID3
* xyz 0 1
C 0.0196 -1.0072 0.5629
N -0.4399 1.6671 -0.5472
N -1.0634 1.4636 0.3999
O 0.6608 -0.5951 -0.5289
H 0.4758 -1.9762 0.8321
H 0.3471 0.4478 -0.7186
*
```